# 1
Entry from OMol25: 2 unconnected molecules or ions with the total composition C5H16ClFNO2Si (ωB97M-V/def2-TZVPD).

## Properties
**Largest force on an atom**: 0.5 eV Å⁻¹
**Energy above the lowest of the compared OMol25 structures with the same formula, charge and spin**: 1.5 kcal/mol
**Frontier orbital gap**: 11.882 eV
**Electronic energy**: -34145.07679 eV
**Charge**: +1
**2S+1**: 1

Cartesian coordinates (Å):
O1 2.97701 -2.19497 -3.71990
Si1 1.36527 -2.06022 -3.62752
F1 0.72027 -2.96103 -4.73754
Cl1 0.70830 -0.14122 -3.94596
H1 3.43650 -1.39170 -3.97828
H2 0.95536 -2.48316 -2.29337
C1 -1.40014 1.82467 0.99029
N1 -0.39343 0.85525 1.54203
C2 -0.45592 0.92850 3.03523
C3 0.97210 1.25190 1.09316
C4 -0.69890 -0.57551 1.15397
C5 -0.61037 -0.91140 -0.31525
O2 -1.55701 -0.14921 -1.04355
H3 -1.27345 2.76921 1.51586
H4 -1.22038 1.96938 -0.06635
H5 -2.39675 1.43088 1.16063
H6 -0.22549 1.94441 3.34247
H7 0.27205 0.23656 3.45140
H8 -1.45875 0.65739 3.35416
H9 1.00122 1.26265 0.00797
H10 1.69219 0.53846 1.48724
H11 1.18215 2.24778 1.47413
H12 -1.70153 -0.77868 1.52863
H13 0.01573 -1.19329 1.69648
H14 -0.83308 -1.97670 -0.42253
H15 0.39764 -0.73914 -0.70369
H16 -1.47060 -0.36082 -1.97972

Forces on atoms 1 to 3 (eV/Å):
O -0.161 0.493 0.058
Si 0.408 -0.146 0.119
F -0.368 -0.219 -0.152

Atom charges from the natural (NBO) analysis, given in e for atoms 1 to 5: number 1, O, carries -1.084; number 2, Si, carries 1.892; number 3, F, carries -0.630; number 4, Cl, carries -0.423; number 5, H, carries 0.516

=====

# 2
Entry from OMol25: a molecular structure, C20H54BeF6NO25S2 in a non-equilibrium geometry (ωB97M-V/def2-TZVPD).

## Properties
**Largest force on an atom**: 5.7 eV Å⁻¹
**Frontier orbital gap**: 1.112 eV
**Electronic energy**: -112645.95643 eV
**Charge**: +1
**2S+1**: 1

Cartesian coordinates (Å):
Be1 0.60110 11.49114 6.78397
C1 3.35942 12.40001 12.50387
F1 3.83015 12.87546 13.64131
F2 4.44575 12.31460 11.70584
F3 2.81275 11.19060 12.74358
S1 1.89327 13.54865 11.85117
O1 0.76031 12.61468 11.80124
O2 1.80356 14.73497 12.68408
N1 2.49037 13.90501 10.26368
S2 3.48375 15.20211 10.41358
O3 4.17235 15.35619 11.70446
O4 4.44120 15.22307 9.28532
C2 2.36633 16.72494 10.09801
F4 1.99126 16.75145 8.82692
F5 1.27423 16.54621 10.83769
F6 3.00404 17.92186 10.37762
O5 2.49295 8.39892 9.31529
H1 3.27811 7.85479 9.25445
H2 1.96405 7.98184 9.99540
O6 1.41375 14.62697 3.77889
H3 2.23272 14.65872 3.28442
H4 0.90298 15.36438 3.44483
O7 -4.74236 17.83870 9.75902
H5 -4.14258 18.55529 9.96638
H6 -5.49412 17.98090 10.33422
O8 -2.53235 9.17024 8.90483
H7 -3.03059 9.63844 9.57475
H8 -2.25996 8.35815 9.33206
O9 -2.52182 14.51833 7.59922
H9 -3.42907 14.64625 7.32214
H10 -2.32223 15.28907 8.13057
O10 8.37186 12.62368 5.62726
H11 8.03374 13.32905 6.17895
H12 8.95234 13.06259 5.00546
C3 10.22684 18.48449 12.76890
C4 10.33797 20.03023 12.58878
C5 9.12995 20.95497 12.90139
O11 9.33132 21.45426 14.16695
C6 10.63928 21.42648 14.44438
O12 11.21132 21.92109 15.45676
O13 11.34185 20.68831 13.46921
H13 11.23380 18.07651 12.85660
H14 9.73177 18.02182 11.91512
H15 9.69437 18.14692 13.65806
H16 10.70660 20.14797 11.56977
H17 8.28927 20.26510 12.97497
H18 9.00980 21.77767 12.19652
C7 -1.49062 10.46127 20.41398
C8 -1.63833 9.55110 19.19859
C9 -0.31386 9.17639 18.57736
O14 -0.55666 7.84358 18.18072
C10 -1.51854 7.28801 19.05080
O15 -1.92796 6.11099 19.09083
O16 -2.17078 8.34350 19.65316
H19 -2.43798 10.77503 20.85235
H20 -0.99517 11.36799 20.06688
H21 -1.10222 10.06627 21.35273
H22 -2.33667 9.89404 18.43516
H23 0.54213 9.22391 19.25051
H24 -0.04079 9.85317 17.76772
C11 -0.76600 24.26332 9.35378
C12 0.00505 25.42388 9.97746
C13 -0.30985 25.66748 11.44305
O17 0.97463 25.98468 11.97566
C14 1.94216 25.50401 11.19676
O18 3.14571 25.41845 11.46513
O19 1.37316 25.04145 10.11110
H25 -0.48804 23.89742 8.36537
H26 -1.84273 24.42108 9.29143
H27 -0.56956 23.41078 10.00394
H28 -0.18072 26.34753 9.42931
H29 -0.67673 24.71956 11.83668
H30 -1.06017 26.44585 11.58187
C15 5.95605 4.92572 10.66165
O20 6.15693 5.82823 9.57123
H31 6.88151 4.87731 11.23548
H32 5.14372 5.32301 11.27025
H33 5.76236 3.89516 10.36415
H34 6.33761 5.29184 8.79584
C16 6.91916 11.52040 21.16967
O21 7.10201 10.31025 21.76505
H35 6.85477 11.36301 20.09301
H36 5.92897 11.92772 21.37396
H37 7.68706 12.28196 21.30549
H38 7.15361 10.47587 22.70924
C17 -5.10148 13.22764 14.54929
O22 -4.80512 12.17171 13.70236
H39 -6.03016 12.95506 15.05066
H40 -4.35576 13.43693 15.31624
H41 -5.25672 14.19238 14.06631
H42 -3.85957 12.17035 13.53645
C18 9.34853 18.65365 4.90583
O23 10.45842 17.83935 4.40651
H43 9.60252 19.08952 5.87206
H44 9.14852 19.27120 4.03019
H45 8.48213 18.05347 5.18371
H46 11.31331 18.27195 4.34638
C19 10.05262 11.20136 13.57559
O24 10.76164 10.37318 14.45164
H47 10.56169 12.09480 13.21406
H48 9.66107 10.57867 12.77120
H49 9.32291 11.70573 14.20903
H50 11.50380 10.01856 13.95662
C20 4.28913 17.52657 17.03091
O25 4.08709 16.25708 17.47774
H51 5.23472 17.53472 16.48878
H52 3.63002 17.60011 16.16587
H53 4.07759 18.20327 17.85880
H54 4.32140 15.67849 16.74840

Forces on atoms 1 to 3 (eV/Å):
Be 0.003 0.176 0.317
C 1.630 -1.026 0.588
F -0.819 0.390 0.090

Atom charges from the Löwdin analysis, given in e for atoms 1 to 5: number 1, Be, carries 0.925; number 2, C, carries -0.582; number 3, F, carries 0.167; number 4, F, carries 0.140; number 5, F, carries 0.146

=====

# 3
Entry from OMol25: a gas-phase ion, C7H13N2O (charge +1) in a non-equilibrium geometry (ωB97M-V/def2-TZVPD).

## Properties
**Largest force on an atom**: 4.8 eV Å⁻¹
**Energy above the lowest of the compared OMol25 structures with the same formula, charge and spin**: 77.4 kcal/mol
**SMILES**: CC(=[NH2+])C/C=C\C=C(\[NH3+])[O-]
**Frontier orbital gap (spin up / spin down)**: 7.243 / 7.242 eV
**Electronic energy**: -12488.68342 eV
**Charge**: +1
**2S+1**: 1

Cartesian coordinates (Å):
C1 1.57028 0.14351 -0.49078
C2 1.10863 1.33607 -0.11627
C3 1.20013 -1.27150 -0.12706
C4 0.23702 1.86082 0.86147
C5 0.22440 -1.71504 -1.25179
C6 -0.87859 1.26925 1.31224
C7 -1.16249 -1.49547 -1.31036
N1 0.82497 -2.39956 -2.18110
N2 -1.52828 2.27289 2.63636
O1 -1.58851 0.33107 1.12552
H1 2.29286 0.03727 -1.25671
H2 1.78532 2.20141 -0.46189
H3 2.13825 -1.80750 -0.00422
H4 0.69090 2.80100 1.07760
H5 -1.76182 -2.46399 -1.33371
H6 -1.53790 -1.14462 -2.28325
H7 -1.37042 -0.83253 -0.51028
H8 1.81622 -2.50132 -2.14753
H9 0.28160 -2.55635 -3.06515
H10 -1.77352 1.75442 3.42904
H11 -2.47679 2.57856 2.34396
H12 -0.78782 2.95886 2.85867
H13 0.69556 -1.35723 0.89525

Forces on atoms 1 to 3 (eV/Å):
C -0.768 -0.918 -0.351
C 2.542 1.078 -0.906
C -2.699 0.413 1.847

Atom charges from the natural (NBO) analysis, given in e for atoms 1 to 5: number 1, C, carries -0.274; number 2, C, carries -0.113; number 3, C, carries -0.510; number 4, C, carries -0.584; number 5, C, carries 0.540